Record 1
# C7H27BNO6PSi

4 unconnected molecules or ions with the total composition C7H27BNO6PSi at a distorted geometry (ωB97M-V/def2-TZVPD, the OMol25 dataset).

```
44
Properties=species:S:1:pos:R:3:mulliken_charge:R:1
P 1.28772 2.85615 -5.63790 0.175
O 1.89500 2.26182 -7.15900 -0.477
H 0.47672 -0.98232 -7.37031 0.278
O -1.14430 -1.01285 5.76304 -0.478
H -0.76308 -0.80366 -5.93443 0.182
H 1.80152 -0.83920 8.80274 0.301
H -0.61735 2.69169 0.24052 0.252
H 1.17882 -2.99208 8.32519 0.245
H -2.02845 -2.86169 5.70078 0.282
H -1.01247 3.12953 -5.50524 0.324
H -2.68504 1.33769 -1.24881 0.263
C -1.52200 1.12393 -1.14515 -0.016
C -0.79355 2.57685 -0.93166 -0.761
H 0.34443 -2.39290 -6.05838 0.246
C -1.57973 0.16415 2.87747 -0.440
H 1.95594 1.30295 -3.15195 -0.154
H -1.35771 1.14397 -4.46578 0.323
H -1.52931 3.45086 -1.22565 0.227
C -1.22213 -2.34745 6.22891 -0.487
C -1.01273 0.31632 -2.51363 -0.642
H -0.05950 -0.66369 2.00416 0.257
H -1.71501 -0.65450 3.58849 0.125
B 1.40003 -0.44782 -5.24342 0.551
H 3.41347 -0.28796 -5.53523 0.284
H -2.55677 0.56102 2.59216 0.293
H -1.95588 -0.33916 -2.83845 0.267
C 2.08830 -2.54159 7.92031 -0.554
Si 0.98886 1.14585 -4.23406 0.077
N -0.70976 1.26619 -3.65417 -0.290
H -0.14600 -0.43999 -2.26531 0.272
H 2.94701 -2.80661 8.54194 0.299
O -0.24859 3.64916 -5.91523 -0.462
H 2.25126 -2.90617 6.90343 0.222
C 0.30857 -1.23441 -6.23433 -0.775
H -0.27663 -2.85869 6.03220 0.184
H -0.42080 -0.58208 6.24925 0.282
H 0.25980 2.68644 -1.42983 0.151
O 2.79803 -1.00045 -5.15607 -0.544
H -1.43309 -2.34833 7.30107 0.230
H -0.98381 0.96006 3.33073 0.236
H 2.72052 1.69200 -6.97387 0.302
O -0.92276 -0.31817 1.71988 -0.524
O 1.94467 -1.13357 7.88717 -0.504
H -1.36423 0.47871 -0.18154 -0.022
```

- largest force on an atom (eV/A) = 4.14
- SMILES = CCCN[Si@@H](B(C)O)P(O)O.CO.CO.CO
- lowest unoccupied orbital energy (eV) = -0.2
- orbital gap (eV) = 7.63
- highest occupied orbital energy (eV) = -7.8
- 2S+1 = 1

Record 2
# C7H27NO9

10 unconnected molecules or ions with the total composition C7H27NO9 at a distorted geometry (ωB97M-V/def2-TZVPD, the OMol25 dataset).

```
44
Properties=species:S:1:pos:R:3:mulliken_charge:R:1
H 1.34603 2.24742 3.26110 0.295
O -0.17142 3.55657 0.18089 -0.619
C 0.64298 -2.54980 -3.29536 -1.351
O -2.67142 1.26092 -1.67769 -0.612
H 0.36603 3.33589 -2.22713 0.329
C 3.67611 0.45298 -0.96684 -0.816
H 0.49107 1.17446 -0.74111 0.722
O -3.38790 -2.34049 2.06058 -0.699
H -0.22494 2.77026 0.72868 0.251
C 1.75091 -0.65034 -2.29495 -0.527
O -2.85184 0.12440 1.23080 -0.744
H 2.05786 2.26433 1.34514 0.280
H 4.60824 -0.02830 -1.16064 0.429
H 1.34251 -2.49106 -4.10586 0.355
H -2.91052 2.06185 -1.15731 0.324
H -3.23874 0.41634 0.39795 0.297
O 0.54246 1.74747 3.12265 -0.595
O -1.06005 -1.76431 3.58663 -0.652
H 2.21634 -0.55298 -3.29572 0.229
C 0.79742 -1.57088 -2.15975 0.319
H -1.00249 3.85082 -2.62241 0.303
O -0.37053 -1.57596 0.87953 -0.625
H 0.74850 -3.49928 -2.81555 0.342
O -0.48818 3.04789 -2.57599 -0.653
H -2.52466 -2.23861 2.40718 0.305
H -1.98349 -0.36197 1.12952 0.444
H -0.35018 3.26250 -0.72616 0.384
H -0.72010 -0.95761 3.17700 0.265
H -3.72193 -1.46493 1.84433 0.398
C 2.35826 0.28388 -1.37403 0.267
C 2.32382 1.66423 0.45957 -0.890
H -1.37265 -4.53215 1.12231 0.306
C 1.55155 1.14569 -0.55249 -0.069
H -0.11554 2.43512 2.92591 0.334
H 0.06325 -1.11708 0.14633 0.274
N 3.58894 1.20534 0.28460 0.015
H -0.87127 -2.40017 0.49357 0.441
H 0.47300 -1.87905 -1.17892 0.207
O -1.75130 -3.82235 0.61084 -0.767
H -2.56548 -3.51002 1.14841 0.437
H 4.28837 1.19918 0.96815 0.207
H -0.47326 -1.98290 4.30469 0.295
H -0.34897 -2.45428 -3.68594 0.311
H -2.12877 1.71893 -2.32678 0.255
```

- largest force on an atom (eV/A) = 3.54
- SMILES = C/C=C/c1cc[nH]c1.O.O.O.O.O.O.O.O.O
- lowest unoccupied orbital energy (eV) = 0.2
- orbital gap (eV) = 8.46
- highest occupied orbital energy (eV) = -8.3
- 2S+1 = 1